Entry 1:
{
  "formula": "C15H16N2O11P2W",
  "method": "ωB97M-V with the def2-TZVPD basis set",
  "symbols": ["W", "C", "C", "C", "C", "C", "H", "H", "H", "H", "H", "O", "P", "O", "O", "O", "P", "O", "O", "O", "H", "H", "N", "C", "C", "O", "O", "H", "H", "H", "H", "H", "O", "C", "N", "C", "O", "C", "C", "C", "C", "C", "C", "H", "H", "H", "H"],
  "xyz": [[-0.5591, 0.0891, 0.0223], [-2.0619, 1.0216, -1.2265], [-1.5445, 2.1116, -0.4469], [-1.9569, 1.9352, 0.8853], [-2.6400, 0.7202, 0.9851], [-2.7154, 0.1175, -0.3050], [-2.2773, 1.0484, -2.2783], [-1.1262, 3.0142, -0.8590], [-1.7789, 2.6282, 1.6923], [-3.1069, 0.3305, 1.8752], [-3.3920, -0.6646, -0.6027], [3.5159, 0.1012, -0.9391], [1.9868, -0.2566, -0.9017], [1.1029, 0.9617, -1.0892], [1.4721, -0.9604, 0.3539], [1.8274, -1.2677, -2.0991], [0.5258, -2.3332, -2.0067], [1.1049, -3.4616, -1.0512], [0.2402, -2.8251, -3.3486], [-0.5395, -1.5701, -1.2047], [3.7210, 0.9085, -0.4503], [1.2230, -3.1036, -0.1582], [0.4577, 0.3680, -6.0875], [-0.5952, -0.5923, -5.7604], [-1.1150, -0.3652, -4.3543], [-2.2164, -0.6802, -3.9932], [-0.2409, 0.2308, -3.5328], [1.0238, 0.0512, -6.8615], [0.5243, 0.4954, -4.0794], [0.0662, 1.2671, -6.3393], [-0.1585, -1.5932, -5.7314], [-1.4478, -0.6004, -6.4400], [-0.7905, -1.1165, 1.7804], [-0.1253, -0.2891, 2.4572], [0.3173, 0.7963, 1.8254], [1.1086, 1.5572, 2.6923], [1.7189, 2.5518, 2.4280], [1.0422, 0.8484, 4.0383], [1.5762, 1.2005, 5.2536], [1.3151, 0.3518, 6.3339], [0.5515, -0.7986, 6.1807], [0.0179, -1.1496, 4.9370], [0.2822, -0.3007, 3.8887], [2.1635, 2.1022, 5.3645], [1.7116, 0.5967, 7.3105], [0.3652, -1.4313, 7.0381], [-0.5737, -2.0453, 4.8046]],
  "lowdin_charge": [1.71, -0.23, -0.16, -0.11, -0.14, -0.21, 0.11, 0.13, 0.13, 0.13, 0.13, -0.05, 0.21, -0.33, -0.33, -0.22, 0.29, -0.09, -0.22, -0.40, 0.10, 0.07, 0.01, -0.16, -0.55, 0.10, 0.05, 0.08, 0.10, 0.08, 0.13, 0.12, -0.04, -0.43, 0.00, -0.37, 0.13, -0.08, 0.01, -0.06, -0.06, 0.01, -0.08, 0.12, 0.11, 0.11, 0.12],
  "molar_mass_g_mol": 646.08,
  "homo_ev": -7.64,
  "e_tot_ev": -61729.77043,
  "de_lowest_kcal_mol": 32.9,
  "orbital_gap_ev": 6.8388,
  "e_lumo_ev": -0.800
}



Entry 2:
{
  "formula": "C12H33N2O5",
  "method": "ωB97M-V with the def2-TZVPD basis set",
  "symbols": ["O", "H", "H", "H", "C", "O", "C", "C", "N", "C", "C", "O", "C", "H", "H", "H", "H", "H", "H", "H", "H", "H", "H", "H", "H", "H", "H", "H", "C", "O", "C", "C", "N", "C", "C", "O", "C", "H", "H", "H", "H", "H", "H", "H", "H", "H", "H", "H", "H", "H", "H", "H"],
  "xyz": [[-0.4893, -0.5652, -0.0257], [-1.2023, 0.0328, -0.3767], [-0.0563, 0.0218, 0.6963], [-0.0423, -1.1482, -0.6497], [-2.7963, 1.9068, -0.5737], [-1.9593, 1.2868, -1.1827], [-2.3243, 1.1428, -2.5357], [-0.8983, 0.5918, -3.0087], [-0.6433, -0.7382, -2.6477], [0.7907, -1.1752, -3.0917], [0.9457, -2.5472, -2.3987], [1.0007, -2.3952, -0.9677], [1.6467, -3.5402, -0.4447], [-3.2033, 2.8608, -1.0967], [-2.3763, 2.2198, 0.3653], [-3.8663, 1.4468, -0.4197], [-2.5373, 1.8548, -3.0157], [-3.0893, 0.3088, -2.7687], [-0.2343, 1.3008, -2.6857], [-0.9073, 0.7998, -4.1087], [-1.1563, -1.2362, -3.3277], [1.5427, -0.4582, -2.8427], [0.8867, -1.0872, -4.0957], [2.1317, -2.9642, -2.6587], [0.3357, -3.3342, -2.6717], [1.1537, -3.7142, 0.5213], [2.7437, -3.3742, -0.0867], [1.7927, -4.4802, -1.0457], [-3.3663, 0.1288, 4.0493], [-2.4313, 0.9248, 3.7863], [-1.1133, 0.2928, 3.5233], [-0.2713, 1.4858, 2.9183], [0.7757, 0.8018, 2.0723], [1.5897, 1.8018, 1.3403], [2.8097, 1.2428, 0.8053], [2.4607, 0.3038, -0.2547], [3.6357, -0.1812, -1.0987], [-3.2743, -0.3472, 5.0313], [-3.6713, -0.5322, 3.4183], [-4.3483, 0.6468, 4.2503], [-1.2093, -0.5852, 3.0403], [-0.7283, -0.0702, 4.4183], [0.0607, 2.0298, 3.7573], [-0.9433, 2.1258, 2.1973], [1.2737, 0.3818, 2.7753], [1.7787, 2.5788, 2.0233], [1.0277, 2.5028, 0.7193], [3.3497, 0.7048, 1.5003], [3.4097, 1.9788, 0.5663], [4.5547, -0.4932, -0.4727], [3.9758, 0.5188, -1.5937], [3.4637, -1.2582, -1.6297]],
  "nbo_charge": [-0.86, 0.54, 0.55, 0.57, -0.22, -0.53, -0.02, -0.23, -0.65, -0.27, -0.05, -0.58, -0.28, 0.15, 0.18, 0.15, 0.15, 0.18, 0.20, 0.16, 0.36, 0.22, 0.21, 0.16, 0.20, 0.21, 0.19, 0.21, -0.22, -0.52, -0.08, -0.23, -0.64, -0.26, -0.07, -0.58, -0.23, 0.14, 0.15, 0.18, 0.18, 0.18, 0.21, 0.20, 0.37, 0.20, 0.22, 0.17, 0.18, 0.18, 0.15, 0.20],
  "molar_mass_g_mol": 285.40,
  "homo_ev": -12.17,
  "e_tot_ev": -26179.70730,
  "de_lowest_kcal_mol": 93.1,
  "charge": 1,
  "orbital_gap_ev": 10.3535,
  "e_lumo_ev": -1.819
}



Entry 3:
{
  "formula": "C56H145N11O17",
  "method": "ωB97M-V with the def2-TZVPD basis set",
  "symbols": ["C", "O", "C", "C", "C", "N", "H", "H", "H", "H", "H", "H", "H", "H", "H", "H", "H", "C", "O", "C", "C", "C", "N", "H", "H", "H", "H", "H", "H", "H", "H", "H", "H", "H", "C", "O", "C", "C", "C", "N", "H", "H", "H", "H", "H", "H", "H", "H", "H", "H", "H", "C", "O", "C", "C", "C", "N", "H", "H", "H", "H", "H", "H", "H", "H", "H", "H", "H", "C", "O", "C", "C", "C", "N", "H", "H", "H", "H", "H", "H", "H", "H", "H", "H", "H", "C", "O", "C", "C", "N", "C", "C", "O", "C", "H", "H", "H", "H", "H", "H", "H", "H", "H", "H", "H", "H", "H", "H", "H", "C", "O", "C", "C", "N", "C", "C", "O", "C", "H", "H", "H", "H", "H", "H", "H", "H", "H", "H", "H", "H", "H", "H", "H", "C", "O", "C", "C", "N", "C", "C", "O", "C", "H", "H", "H", "H", "H", "H", "H", "H", "H", "H", "H", "H", "H", "H", "H", "C", "O", "C", "C", "N", "C", "C", "O", "C", "H", "H", "H", "H", "H", "H", "H", "H", "H", "H", "H", "H", "H", "H", "H", "C", "O", "C", "C", "N", "C", "C", "O", "C", "H", "H", "H", "H", "H", "H", "H", "H", "H", "H", "H", "H", "H", "H", "H", "C", "O", "C", "C", "N", "C", "C", "O", "C", "H", "H", "H", "H", "H", "H", "H", "H", "H", "H", "H", "H", "H", "H", "H"],
  "xyz": [[1.6680, 2.8144, -12.5726], [1.2087, 4.1406, -12.2992], [0.1276, 4.2343, -11.2941], [0.5735, 3.9983, -9.8377], [-0.5057, 3.6300, -8.7968], [1.4672, 5.0944, -9.5103], [2.1464, 2.2663, -11.7609], [2.4532, 2.8184, -13.3286], [0.9372, 2.1674, -13.0579], [-0.3058, 5.2251, -11.4303], [-0.7359, 3.6269, -11.5654], [1.2135, 3.1191, -9.7630], [-1.4455, 4.1691, -8.6779], [-0.2447, 3.7248, -7.7428], [-0.8493, 2.6007, -8.8992], [2.3362, 4.9816, -10.0126], [0.9067, 5.8851, -9.7942], [9.4051, 2.9311, -7.1713], [9.9381, 1.8328, -6.5585], [10.4302, 0.8044, -7.3238], [11.2825, -0.1154, -6.5685], [12.6971, 0.3728, -6.4423], [11.5035, -1.3874, -7.2372], [8.8783, 3.5680, -6.4607], [8.6664, 2.7518, -7.9525], [10.1848, 3.4042, -7.7682], [9.5800, 0.2657, -7.7422], [10.9434, 1.2346, -8.1839], [10.7838, -0.1967, -5.6027], [13.3468, -0.2826, -5.8623], [12.5461, 1.3240, -5.9318], [13.2182, 0.6214, -7.3668], [12.1927, -1.1684, -7.9423], [10.6686, -1.6780, -7.7257], [4.7605, 9.9638, -3.0450], [3.5681, 9.8921, -2.2666], [2.8260, 8.6989, -2.4679], [1.3088, 8.7947, -2.0145], [1.3145, 9.1635, -0.4719], [0.6853, 7.4374, -2.1715], [5.2854, 9.0095, -2.9998], [5.4667, 10.7775, -2.8801], [4.4514, 9.9685, -4.0902], [2.6976, 8.6426, -3.5489], [3.2899, 7.7810, -2.1070], [0.7228, 9.5473, -2.5420], [1.7557, 8.2603, -0.0507], [0.3208, 9.3705, -0.0746], [2.0082, 9.9635, -0.2132], [1.2624, 6.6838, -1.8264], [0.7366, 7.3955, -3.1793], [-11.1895, -5.3132, 8.5519], [-10.4443, -4.5702, 9.5319], [-10.2026, -5.1958, 10.7228], [-9.4366, -4.1945, 11.6277], [-8.7877, -4.6807, 12.9450], [-10.3817, -3.2236, 12.0842], [-12.2635, -5.1631, 8.6620], [-11.0038, -6.3794, 8.6822], [-11.0783, -5.0661, 7.4961], [-11.0893, -5.4737, 11.2925], [-9.5811, -6.0851, 10.6182], [-8.6942, -3.6411, 11.0526], [-9.5127, -5.0040, 13.6919], [-8.1326, -3.9793, 13.4616], [-8.1075, -5.4534, 12.5866], [-11.1029, -3.6010, 12.6821], [-10.9067, -2.8817, 11.2920], [-8.3907, 5.3882, 13.0083], [-7.1040, 5.5960, 13.6249], [-6.7644, 4.4340, 14.4003], [-5.8194, 3.4093, 13.5113], [-5.1875, 2.2029, 14.2785], [-4.7215, 4.0445, 12.7531], [-9.2008, 5.5662, 13.7155], [-8.3982, 4.3395, 12.7111], [-8.4845, 5.9799, 12.0977], [-6.0563, 4.7421, 15.1696], [-7.5525, 3.9540, 14.9806], [-6.4099, 3.0203, 12.6818], [-4.7615, 1.5688, 13.5010], [-5.8268, 1.5766, 14.9008], [-4.4259, 2.6386, 14.9253], [-5.0742, 4.9524, 12.4861], [-4.5951, 3.4560, 11.9421], [2.0772, 1.5803, -1.4793], [1.0954, 1.7704, -0.4534], [0.8412, 0.5942, 0.2677], [-0.2810, 0.8005, 1.2172], [-0.4423, -0.2230, 2.2591], [-1.4609, -0.1071, 3.2159], [-1.5523, 1.2307, 4.0072], [-2.2238, 1.2201, 5.2860], [-3.5605, 0.6837, 5.1530], [2.9742, 0.9908, -1.2898], [2.3654, 2.5762, -1.8157], [1.7171, 1.1635, -2.4199], [1.7102, 0.2087, 0.8010], [0.5984, -0.1716, -0.4690], [-1.1927, 0.6965, 0.6290], [-0.2056, 1.7461, 1.7542], [0.4953, -0.1874, 2.6330], [-1.2375, -0.7618, 4.0583], [-2.4523, -0.4833, 2.9636], [-2.1632, 1.8561, 3.3563], [-0.5469, 1.6425, 4.0943], [-3.6343, -0.2178, 4.5447], [-4.2521, 1.4731, 4.8587], [-3.7491, 0.3907, 6.1858], [-7.8555, -7.5774, -11.0653], [-7.1915, -7.5896, -9.8074], [-6.2119, -6.6516, -9.6878], [-5.7338, -6.6216, -8.2909], [-4.6049, -5.7652, -8.0830], [-4.5844, -5.2939, -6.7205], [-3.1464, -4.8774, -6.4828], [-2.8486, -3.9323, -7.5259], [-1.4469, -3.5404, -7.5976], [-8.4970, -8.4405, -11.2428], [-6.9943, -7.6001, -11.7331], [-8.4351, -6.6700, -11.2353], [-6.5146, -5.6694, -10.0509], [-5.3966, -6.9047, -10.3656], [-5.4861, -7.6239, -7.9415], [-6.5595, -6.2101, -7.7103], [-4.7858, -4.9671, -8.6750], [-4.7979, -6.0472, -5.9622], [-5.3215, -4.4926, -6.6695], [-2.5112, -5.7576, -6.3841], [-3.0902, -4.5328, -5.4502], [-1.1765, -2.8229, -8.3723], [-0.9206, -4.4366, -7.9259], [-1.0506, -3.2134, -6.6363], [-11.2251, -0.2670, -8.8190], [-10.5041, 0.3924, -7.7331], [-10.4092, -0.2902, -6.5016], [-9.6567, 0.6013, -5.3498], [-8.3219, 0.0988, -4.9385], [-7.5577, 0.5821, -3.7694], [-8.0509, 0.2270, -2.3200], [-9.1469, 1.0964, -2.1297], [-8.9110, 2.1590, -1.3264], [-11.2560, 0.5026, -9.5904], [-12.2379, -0.5469, -8.5294], [-10.7167, -1.1432, -9.2213], [-9.8322, -1.1936, -6.6988], [-11.4343, -0.5292, -6.2185], [-10.2931, 0.5736, -4.4653], [-9.5976, 1.6287, -5.7091], [-7.7307, 0.0457, -5.7556], [-7.5218, 1.6618, -3.9146], [-6.6169, 0.0922, -4.0205], [-7.2632, 0.3822, -1.5827], [-8.5480, -0.7423, -2.3571], [-8.1078, 2.6620, -1.8649], [-8.6872, 1.8967, -0.2924], [-9.9030, 2.6031, -1.4090], [-1.1864, 9.7206, 7.3219], [-1.1357, 10.8984, 8.0892], [-0.8112, 10.6572, 9.4556], [-0.3711, 11.9315, 10.2335], [0.5142, 12.7933, 9.5573], [0.7430, 14.0730, 10.2757], [1.2156, 13.9426, 11.7256], [1.9312, 15.0905, 12.1965], [2.0965, 15.2825, 13.6054], [-1.5394, 9.9668, 6.3205], [-1.8113, 9.0466, 7.9079], [-0.2435, 9.1830, 7.2218], [-0.0322, 9.9091, 9.6031], [-1.7053, 10.2803, 9.9522], [-0.0516, 11.8113, 11.2687], [-1.3002, 12.4983, 10.1742], [0.0673, 13.1765, 8.7366], [-0.2013, 14.5832, 10.4657], [1.3333, 14.6987, 9.6063], [1.7685, 13.0352, 11.9684], [0.4076, 13.6316, 12.3878], [3.1380, 15.1842, 13.9115], [1.5754, 14.6705, 14.3416], [1.7921, 16.2983, 13.8577], [5.6435, -6.0651, 5.7659], [5.9927, -7.0309, 4.8587], [6.3679, -8.2974, 5.5077], [6.6753, -9.2416, 4.3825], [7.5759, -8.6842, 3.3512], [8.0303, -9.4513, 2.2167], [8.9299, -8.6500, 1.2416], [9.2816, -9.3671, 0.0779], [10.4610, -10.1813, 0.1487], [5.0675, -5.2799, 5.2763], [6.4851, -5.5527, 6.2319], [5.0444, -6.4026, 6.6116], [5.5466, -8.6473, 6.1331], [7.1762, -8.0992, 6.2116], [5.7064, -9.5940, 4.0287], [6.9822, -10.2062, 4.7869], [7.3946, -7.7320, 3.0671], [7.2691, -9.8404, 1.5405], [8.6742, -10.2575, 2.5683], [9.7332, -8.2601, 1.8667], [8.3595, -7.8310, 0.8034], [10.6274, -10.9952, -0.5569], [10.5776, -10.5814, 1.1559], [11.4505, -9.8126, -0.1216], [5.9772, -6.2770, -3.3849], [6.5064, -7.2727, -4.0662], [7.4849, -6.8613, -5.1308], [7.7679, -8.0531, -6.1474], [8.9139, -7.6926, -6.9174], [9.5724, -8.6604, -7.7564], [10.2332, -9.9779, -7.1658], [9.3426, -11.0286, -7.0430], [9.7577, -12.2018, -6.4167], [5.4710, -6.6596, -2.4986], [5.2150, -5.7350, -3.9447], [6.7404, -5.5359, -3.1475], [8.3856, -6.3439, -4.8004], [7.0703, -6.0376, -5.7119], [6.8459, -8.2625, -6.6897], [8.0115, -8.9671, -5.6058], [9.5590, -7.1753, -6.3375], [10.4200, -8.0039, -7.9536], [9.0164, -8.6918, -8.6934], [10.7134, -9.8586, -6.1945], [11.0279, -10.2387, -7.8648], [9.4277, -12.3084, -5.3833], [10.8473, -12.2257, -6.4005], [9.2282, -13.0529, -6.8450]],
  "lowdin_charge": [-0.12, -0.19, -0.16, -0.43, -0.07, 0.03, 0.08, 0.08, 0.08, 0.12, 0.11, 0.12, 0.07, 0.07, 0.07, 0.07, 0.07, -0.13, -0.16, -0.26, -0.46, -0.08, 0.04, 0.10, 0.08, 0.09, 0.13, 0.13, 0.15, 0.09, 0.08, 0.08, 0.06, 0.06, -0.10, -0.20, -0.21, -0.37, -0.06, 0.03, 0.08, 0.09, 0.08, 0.11, 0.12, 0.13, 0.07, 0.07, 0.06, 0.06, 0.05, -0.08, -0.17, -0.25, -0.42, -0.06, 0.00, 0.08, 0.08, 0.08, 0.13, 0.12, 0.14, 0.07, 0.07, 0.07, 0.07, 0.07, -0.09, -0.21, -0.16, -0.40, -0.07, 0.02, 0.09, 0.08, 0.09, 0.11, 0.12, 0.11, 0.07, 0.07, 0.07, 0.06, 0.07, -0.11, -0.16, -0.26, -0.20, -0.08, -0.25, -0.21, -0.19, -0.09, 0.09, 0.08, 0.08, 0.12, 0.13, 0.13, 0.12, 0.11, 0.12, 0.10, 0.11, 0.12, 0.07, 0.09, 0.09, -0.08, -0.18, -0.30, -0.24, -0.07, -0.22, -0.23, -0.19, -0.08, 0.09, 0.08, 0.09, 0.13, 0.13, 0.13, 0.12, 0.11, 0.13, 0.12, 0.12, 0.11, 0.08, 0.08, 0.08, -0.08, -0.23, -0.19, -0.14, -0.10, -0.18, -0.17, -0.24, -0.14, 0.08, 0.08, 0.08, 0.11, 0.11, 0.10, 0.10, 0.10, 0.11, 0.11, 0.12, 0.12, 0.09, 0.09, 0.10, -0.11, -0.19, -0.21, -0.23, -0.08, -0.18, -0.24, -0.17, -0.11, 0.09, 0.08, 0.08, 0.12, 0.12, 0.12, 0.11, 0.11, 0.11, 0.12, 0.11, 0.10, 0.08, 0.08, 0.08, -0.17, -0.19, -0.18, -0.20, -0.05, -0.22, -0.23, -0.17, -0.11, 0.09, 0.08, 0.08, 0.12, 0.12, 0.11, 0.12, 0.10, 0.12, 0.11, 0.12, 0.12, 0.08, 0.08, 0.07, -0.22, -0.17, -0.12, -0.19, -0.12, -0.17, -0.21, -0.20, -0.12, 0.09, 0.08, 0.09, 0.11, 0.11, 0.12, 0.11, 0.10, 0.11, 0.12, 0.12, 0.11, 0.08, 0.09, 0.09],
  "molar_mass_g_mol": 1244.84,
  "homo_ev": -8.33,
  "e_tot_ev": -111599.45293,
  "de_lowest_kcal_mol": 313.4,
  "smiles": "COC[C@H](C)N.COC[C@H](C)N.COC[C@H](C)N.COC[C@H](C)N.COC[C@H](C)N.COCCNCCOC.COCCNCCOC.COCCNCCOC.COCCNCCOC.COCCNCCOC.COCCNCCOC",
  "orbital_gap_ev": 8.7959,
  "e_lumo_ev": 0.467
}